Entry from the Open Molecules 2025 dataset: an isolated molecule of C3H8O2 (the ωB97M-V functional and the def2-TZVPD basis).

The geometry in XYZ format:
```
13
C3H8O2 (the ωB97M-V functional and the def2-TZVPD basis)
O -0.853 1.486 0.325
C -1.151 0.089 0.254
C -0.145 -0.563 -0.684
C 1.278 -0.567 -0.117
O 1.758 0.705 0.248
H -1.259 1.854 1.118
H -2.177 -0.052 -0.114
H -1.076 -0.372 1.250
H -0.178 -0.043 -1.649
H -0.454 -1.602 -0.860
H 1.301 -1.255 0.748
H 1.968 -0.967 -0.869
H 0.988 1.286 0.348
```

Computed properties:
HOMO	-0.362	Eh
2S+1	1
energy relative to the best compared isomer or geometry (same formula, charge and spin)	0.8097	eV
structure (SMILES)	OCCCO
DFT total energy	-269.565131	Eh
LUMO	0.767	eV
charge	0